The following is a quantum chemistry calculation of C14H12F6IrN2O12S2 as an isolated structure in a non-equilibrium geometry, from the OMol25 dataset.

* HOMO-LUMO gap (alpha / beta): 7.151 / 7.558 eV
* total charge: 0
* multiplicity: 2
* ⟨S²⟩: 0.78
* ΔE to the lowest compared entry with this formula, charge and spin: 3.403 eV
* LUMO level (alpha / beta): -2.65 / -2.46 eV

The geometry in XYZ format:
```
49
Properties=species:S:1:pos:R:3:lowdin_charge:R:1
Ir 0.42940 -0.80902 -0.35609 1.78
O -4.33123 -3.73218 2.24848 0.11
C -3.34533 -3.23704 1.48608 -0.26
C -3.55757 -2.28694 0.48978 0.10
C -2.46245 -1.80234 -0.18204 -0.16
N -1.22573 -2.21253 0.05314 0.05
C -1.02654 -3.11881 1.00277 -0.17
C -2.04276 -3.66928 1.73788 0.11
C 0.40618 -3.34911 1.28225 -0.53
O 0.79285 -4.31154 1.89570 0.14
O 1.15701 -2.38185 0.81324 -0.09
C -2.52579 -0.70416 -1.17926 -0.53
O -3.55805 -0.42337 -1.73510 0.14
O -1.35364 -0.14632 -1.32384 -0.15
H -5.18112 -3.35352 1.99792 0.13
H -4.53845 -1.90044 0.24340 0.14
H -1.82276 -4.39626 2.50676 0.15
F 1.38029 4.18920 -0.39974 0.15
C 0.06473 4.26174 -0.57719 -0.68
F -0.20075 5.16260 -1.51641 0.15
F -0.49517 4.65480 0.57341 0.13
S -0.64138 2.61797 -1.02384 0.63
O 0.01517 1.73695 -0.05607 -0.39
O -2.04615 2.81731 -0.92544 -0.23
N -0.10774 2.34726 -2.48767 -0.26
S 1.13960 1.39235 -2.63488 0.66
O 0.80227 -0.04977 -2.50105 -0.38
O 2.34311 1.81841 -1.98373 -0.26
C 1.46275 1.57009 -4.43828 -0.69
F 2.37020 0.65869 -4.77591 0.15
F 1.95851 2.78192 -4.65396 0.16
F 0.37072 1.40037 -5.16278 0.17
C 4.44261 -0.77463 -0.85472 0.04
C 2.97785 -0.95842 -0.67272 -0.65
O 2.33720 -0.23437 0.19366 -0.12
O 2.31382 -1.78804 -1.30822 -0.01
H 4.68199 0.28186 -0.75194 0.10
H 4.73542 -1.14624 -1.83199 0.10
H 4.96132 -1.33787 -0.07744 0.10
C 1.22322 1.00863 2.58359 0.01
C -0.17999 0.56962 2.36493 -0.40
C -1.28456 1.31246 3.03263 0.03
O -0.48842 -0.38033 1.62847 -0.04
H 1.33178 1.56642 3.50921 0.10
H 1.49853 1.65094 1.74228 0.10
H 1.89341 0.15341 2.54153 0.09
H -0.98752 1.70429 4.00262 0.09
H -2.17515 0.69298 3.11326 0.10
H -1.51168 2.15410 2.36729 0.11
```